Entry 1:
Density functional theory data (the ωB97M-V functional and the def2-TZVPD basis) for a single C4H5NO molecule.

```
11
Properties=species:S:1:pos:R:3:forces:R:3
N -0.70544 -0.36674 -1.37495 0.050 -0.114 -0.037
C 0.61276 -0.36878 -1.05331 0.063 0.026 -0.112
O 1.49422 -0.71669 -1.81494 -0.256 0.074 0.203
C 0.96231 0.17441 0.33566 0.103 0.112 0.057
C -0.14417 0.28120 1.28508 -0.480 0.229 0.317
C -1.08317 0.50115 2.00720 0.411 -0.032 -0.311
H -0.97125 -0.77325 -2.25790 0.033 0.061 0.085
H -1.41121 -0.19195 -0.67755 0.113 -0.008 -0.052
H 1.79680 -0.42295 0.71310 -0.199 0.027 0.011
H 1.34988 1.19128 0.19105 0.050 -0.189 -0.105
H -1.89514 0.76519 2.64802 0.111 -0.186 -0.056
```
Positions in Å, forces in eV/Å.

Charge: 0
M, g mol⁻¹: 83.090
E_tot, a.u.: -285.37062
Frontier orbital gap, eV: 10.7
Multiplicity: 1
Strongest force on any atom, eV Å⁻¹: 0.619
Energy relative to the best compared isomer or geometry (same formula, charge and spin), eV: 1.196

=====

Entry 2:
Density functional theory data (the ωB97M-V functional and the def2-TZVPD basis) for 7 unconnected molecules or ions with the total composition C37H86N4O10 at a distorted geometry.

```
137
Properties=species:S:1:pos:R:3:forces:R:3
C -4.31858 0.51719 -0.01172 1.398 -0.031 1.239
C -4.67508 -0.45673 -1.08583 -0.807 2.817 -1.434
C -5.19518 -1.69657 -0.50866 0.586 -1.083 0.740
O -5.02326 -2.76780 -1.40538 -1.848 -1.275 -0.668
C -5.86434 -3.94838 -1.17259 1.847 0.628 0.748
N -5.65749 0.34515 -1.89363 -0.453 -1.818 -0.433
H -4.12965 1.49773 -0.44871 -0.281 0.123 0.316
H -3.41454 0.24690 0.53394 0.441 -0.207 -0.223
H -5.04432 0.51159 0.80152 -0.523 0.461 -0.365
H -3.83305 -0.78068 -1.69750 0.354 0.292 0.013
H -6.19216 -1.65261 -0.07026 -0.062 0.180 -0.045
H -4.41551 -1.83936 0.23956 -0.401 -0.470 0.982
H -5.91878 -4.20530 -0.11470 0.215 0.302 0.381
H -5.23055 -4.72989 -1.59169 -0.736 -0.222 -0.466
H -6.91013 -3.91442 -1.47797 0.212 0.354 -0.761
H -5.34971 1.23970 -2.24743 0.605 -0.011 0.347
H -5.82500 -0.21506 -2.71716 -0.477 0.021 -0.341
C 2.59144 -3.17627 5.43837 0.494 -0.934 0.138
C 2.76293 -1.89092 6.15169 -0.741 1.113 0.585
O 1.79133 -0.95382 5.61456 1.007 -0.027 0.196
O 1.42206 -3.84827 5.78528 -1.986 0.532 0.904
H 3.34287 -3.91014 5.72974 1.018 0.427 -0.642
H 2.48232 -2.94235 4.37938 0.944 -0.061 -0.253
H 3.79194 -1.53549 6.09778 -0.053 0.412 -0.880
H 2.61569 -1.88348 7.23167 -0.271 -0.775 0.177
H 0.96558 -1.38264 5.85092 -0.453 0.069 0.042
H 1.54267 -4.78291 5.60226 -0.106 -0.819 -0.171
C -1.63230 -2.29582 6.63612 -0.946 -0.985 -0.254
C -3.05806 -2.25180 7.30749 1.770 1.122 0.073
O -3.43315 -3.39118 8.03417 0.069 -0.226 -0.417
O -0.53607 -2.58645 7.47259 -0.642 0.733 1.218
H -1.45345 -1.31969 6.18526 -0.217 0.158 -0.206
H -1.72190 -3.05870 5.86275 0.275 0.041 -0.299
H -3.76146 -2.00666 6.51173 -0.176 -0.345 0.046
H -3.03107 -1.40769 7.99657 -0.188 0.378 0.094
H -2.66712 -3.53678 8.59416 0.124 -0.426 0.283
H -0.01859 -3.35164 7.21122 0.045 -0.337 -0.677
C 2.25270 3.54486 -3.16342 1.040 0.341 0.389
C 3.15869 2.90688 -2.08201 0.863 0.159 0.614
O 4.55262 2.84078 -2.47816 -0.669 -0.221 -0.805
O 2.38521 3.04126 -4.49118 -0.254 -0.863 0.498
H 2.53793 4.58786 -3.30080 -0.136 0.350 0.791
H 1.22683 3.49449 -2.79850 -0.082 -0.166 -0.387
H 2.85540 1.93477 -1.69326 -0.204 -0.530 -0.904
H 3.11120 3.44539 -1.13551 -0.315 0.807 -0.213
H 5.16032 3.26736 -1.86961 -0.453 0.101 0.214
H 3.30227 3.22551 -4.70717 0.216 -0.124 -0.226
C 1.43451 -1.47374 -1.02230 -0.271 -0.136 0.015
C -0.07000 -1.19600 -0.84060 -0.496 -0.174 0.441
C -1.06148 -2.26697 -1.46365 -0.154 -0.813 0.248
C -1.27317 -3.61785 -0.71098 2.116 0.565 0.066
C -1.53710 -3.40556 0.71558 0.189 1.889 1.925
C -0.56218 -2.35200 1.48328 -0.692 0.209 -1.048
N -0.38518 -1.09465 0.61201 -2.460 -2.302 -0.273
O 0.26982 -0.07147 1.30180 0.456 -0.062 -0.109
C -1.27733 -2.00412 2.79595 -0.035 0.844 -0.370
C 0.75392 -3.00598 1.85136 0.518 -1.210 -0.389
C -0.33968 0.15209 -1.50346 0.406 0.546 -0.643
H 1.57269 -2.55301 -0.95772 0.617 0.117 0.313
H 1.93094 -0.87145 -0.26144 0.172 -0.581 0.479
H 1.92859 -1.09022 -1.91499 -0.577 -0.199 -0.599
H -2.03196 -1.78578 -1.58506 -0.018 0.104 0.082
H -0.75131 -2.59141 -2.45693 0.350 0.621 -0.277
H -0.31990 -4.14465 -0.66806 0.355 -0.248 -0.799
H -2.00669 -4.34212 -1.06521 -0.090 0.472 -0.732
H -1.43259 -4.34575 1.25708 -0.278 0.040 0.227
H -2.56113 -3.03566 0.76696 -0.168 0.088 0.647
H -1.36465 -2.88455 3.43260 -0.131 -0.055 -0.171
H -0.73687 -1.25719 3.37741 0.389 -0.083 0.048
H -2.25067 -1.55206 2.60529 -0.325 -0.217 -0.055
H 0.80376 -3.34124 2.88732 -0.031 0.423 0.186
H 0.79934 -3.96168 1.32917 0.375 -0.103 -0.337
H 1.65360 -2.45036 1.58686 -0.188 0.181 0.181
H 0.51914 0.79688 -1.31704 -0.083 0.290 0.291
H -1.24898 0.71210 -1.28512 -0.160 -0.378 0.589
H -0.34295 0.06080 -2.58964 0.027 -0.407 -0.170
H -0.49329 0.27261 1.77179 0.242 0.597 0.240
C -1.74291 7.35852 1.94971 -0.203 -0.327 -0.831
C -1.49586 6.01329 2.60133 -1.737 -2.249 1.300
C -2.78092 5.10438 2.32812 0.122 0.192 -0.005
C -2.64461 3.62405 2.59797 1.288 -0.922 -0.974
C -1.40511 3.08356 1.81149 0.453 0.083 1.729
C -0.01636 3.90445 2.12437 -2.802 -1.947 0.198
N -0.32766 5.33221 2.01792 -2.973 -1.539 -2.276
O 0.78121 6.04318 2.11380 2.475 2.008 0.495
C 0.54335 3.57969 3.49648 0.586 -1.793 0.247
C 0.97680 3.32225 1.09170 0.200 1.763 -0.363
C -1.51712 6.07607 4.18956 0.531 -0.684 0.066
H -2.78849 7.64889 2.05235 0.112 0.508 1.229
H -1.81439 7.25656 0.86684 0.963 -0.321 -0.284
H -0.97665 8.08877 2.20985 -0.433 0.202 0.028
H -3.62306 5.51148 2.88774 0.027 0.285 0.019
H -3.04960 5.13130 1.27210 0.085 0.435 -0.205
H -3.49768 3.00665 2.31653 -0.432 0.503 -0.735
H -2.55587 3.20423 3.59995 0.453 1.035 0.613
H -1.50299 2.84883 0.75157 -0.292 0.953 -0.243
H -1.42405 2.07108 2.21475 1.135 -0.298 0.208
H 0.99408 2.59266 3.39290 0.422 -0.089 -0.033
H 1.38391 4.22325 3.75608 -0.139 0.147 0.297
H -0.10601 3.34364 4.33951 -0.456 0.957 -0.060
H 1.20241 2.27101 1.27088 -0.394 0.071 -0.090
H 0.61142 3.52432 0.08485 -0.289 -0.423 -0.128
H 1.91628 3.87495 1.09485 0.239 0.018 0.409
H -0.62979 6.42576 4.71725 0.191 0.652 -0.375
H -1.59052 5.07137 4.60584 -0.039 -0.325 -0.395
H -2.39618 6.54316 4.63362 0.036 0.580 -0.472
H 1.00503 5.96036 3.04367 0.847 0.453 0.578
C 0.96957 -1.67823 -7.40954 -0.566 1.111 1.205
C 1.83873 -1.45794 -6.12253 0.780 -0.874 -0.034
C 2.03280 -2.95001 -5.54265 -0.008 1.071 0.819
C 3.13858 -2.99974 -4.47664 -0.958 -0.432 -1.953
C 4.40865 -2.67654 -5.20574 0.506 1.553 1.371
C 4.39458 -1.20891 -5.69210 1.019 -0.403 0.506
N 3.17265 -0.92025 -6.46442 1.003 -2.607 -0.308
O 3.23898 0.37780 -6.91210 -0.722 0.591 -0.084
C 4.63176 -0.22733 -4.45746 -0.218 -0.124 0.036
C 5.59865 -1.03258 -6.65074 -0.641 0.690 -0.402
C 1.09248 -0.50716 -5.15277 -0.123 -0.440 -0.625
H 1.40178 -2.29243 -8.19952 0.249 0.328 0.174
H 0.01646 -2.11043 -7.10481 0.081 -0.641 0.228
H 0.58760 -0.70860 -7.72895 0.611 0.204 -0.702
H 1.13360 -3.22237 -4.99006 -0.519 -0.027 -0.587
H 2.23612 -3.66057 -6.34382 -0.168 0.129 -0.146
H 2.73578 -2.25976 -3.78507 1.056 -0.057 0.702
H 3.29902 -3.99033 -4.05113 -0.701 0.030 0.379
H 4.69511 -3.37888 -5.98853 -0.508 -0.056 -0.169
H 5.17091 -2.75894 -4.43096 0.628 0.200 -0.302
H 3.72162 0.27119 -4.12396 -0.133 0.260 -0.264
H 5.40612 0.51905 -4.63463 -0.302 0.254 -0.480
H 4.99945 -0.64667 -3.52095 -0.078 -0.874 -0.162
H 6.48802 -1.60203 -6.38085 -0.058 0.129 0.326
H 5.80142 0.03668 -6.71129 0.451 -0.084 -0.009
H 5.30895 -1.30279 -7.66620 -0.078 -0.328 0.042
H 1.54546 -0.28823 -4.18583 0.006 -0.940 0.269
H 1.01928 0.51542 -5.52298 -0.298 -0.118 -0.699
H 0.10878 -0.97547 -5.11916 -0.271 0.533 0.759
H 3.11773 0.86915 -6.09633 -0.110 1.013 0.200
```
Positions in Å, forces in eV/Å.

Charge: -1
M, g mol⁻¹: 747.113
E_tot, a.u.: -2432.38034
Frontier orbital gap (spin up / spin down), eV: 1.4 / 7.9
Multiplicity: 2
Strongest force on any atom, eV Å⁻¹: 4.048

=====

Entry 3:
Density functional theory data (the ωB97M-V functional and the def2-TZVPD basis) for 2 unconnected molecules or ions with the total composition C6H14.

```
20
Properties=species:S:1:pos:R:3:forces:R:3
C 1.75368 -0.97433 0.11354 -0.100 0.039 -0.034
C 0.63342 -0.34490 -0.23870 0.134 -0.108 0.029
C 0.54945 0.44740 -1.51918 0.001 0.028 -0.049
C -0.61379 -0.43726 0.62439 0.020 -0.028 0.048
C -1.23363 0.93188 0.92727 -0.018 0.062 -0.002
C -1.64870 -1.37030 -0.01612 -0.053 -0.049 -0.054
H 1.81727 -1.55313 1.03261 -0.042 0.095 -0.113
H 2.64912 -0.93655 -0.50340 -0.145 0.021 0.074
H 2.73891 2.01896 0.44183 0.008 0.064 0.011
H 2.03124 2.10981 0.64301 0.035 0.039 0.001
H -0.15305 -0.01075 -2.22730 0.075 0.065 0.129
H 1.52683 0.50904 -2.00683 -0.144 -0.048 0.079
H 0.19987 1.47127 -1.33961 0.066 -0.155 0.000
H -0.30828 -0.88346 1.58032 -0.021 0.042 -0.144
H -1.63086 1.40299 0.02022 0.060 -0.082 0.128
H -0.50278 1.61656 1.37367 -0.097 -0.112 -0.073
H -2.06738 0.82450 1.63048 0.129 0.001 -0.098
H -1.21166 -2.35459 -0.21510 -0.078 0.137 0.027
H -2.51287 -1.50380 0.64474 0.117 0.035 -0.091
H -2.01679 -0.96336 -0.96584 0.053 -0.047 0.133
```
Positions in Å, forces in eV/Å.

Charge: 0
M, g mol⁻¹: 86.178
E_tot, a.u.: -236.95388
Frontier orbital gap, eV: 10.4
Multiplicity: 1
Strongest force on any atom, eV Å⁻¹: 0.174
Energy relative to the best compared isomer or geometry (same formula, charge and spin), eV: 1.565